# 1
The following is a DFT calculation (ωB97M-V with the def2-TZVPD basis set) of a 4-piece molecular cluster, C45H35FO9S2Si2 overall.

## Properties
E_LUMO (eV): -1.2
Highest occupied orbital energy (eV): -9.11
Kohn-Sham gap (eV): 7.915
F_max (eV Å⁻¹): 4.86
DFT total energy (eV): -105806.3110

Last columns: bonded neighbours and bond lengths (Å).
Element x y z (Å)
1 C 3.56099 -2.92665 0.09307  C2 1.571, H12 1.105, H13 1.109, H14 1.103
2 C 3.58054 -1.43324 0.57871  C1 1.571, S3 1.861, H15 1.105, H16 1.102
3 S 3.10721 -0.34994 -0.85805  C2 1.861, C4 1.849
4 C 1.53534 0.43586 -0.28178  S3 1.849, Si5 1.885, H17 1.107, H18 1.112
5 Si 0.17678 -0.86607 -0.17129  C4 1.885, O6 1.697, Si7 2.775, S8 2.188, H19 1.461
6 O -1.26790 -0.15177 0.36181  Si5 1.697, Si7 1.746
7 Si -2.23325 -1.40957 1.09245  Si5 2.775, O6 1.746, H20 1.475, H21 1.462, H22 1.464
8 S -0.22110 -1.91052 -2.05194  Si5 2.188, O9 1.472, O10 1.477, F11 1.649
9 O -0.07487 -3.35391 -1.80026  S8 1.472
10 O -1.57980 -1.58768 -2.53290  S8 1.477
11 F 0.80291 -1.37189 -3.22649  S8 1.649
12 H 3.47209 -3.59694 0.96648  C1 1.105
13 H 2.66622 -3.10280 -0.53815  C1 1.109
14 H 4.43991 -3.14721 -0.53614  C1 1.103
15 H 2.83510 -1.31015 1.38480  C2 1.105
16 H 4.56127 -1.14954 0.99241  C2 1.102
17 H 1.25440 1.30728 -0.90470  C4 1.107
18 H 1.71558 0.82418 0.74470  C4 1.112
19 H 0.59199 -1.87365 0.80165  Si5 1.461
20 H -1.76112 -2.68337 0.51908  Si7 1.475
21 H -3.65919 -1.26511 0.80338  Si7 1.462
22 H -1.90424 -1.42456 2.51877  Si7 1.464
23 C 11.30233 3.07916 -4.40982  C24 1.392, C28 1.387, H39 1.083
24 C 10.70604 4.29889 -4.10238  C23 1.392, C25 1.387, H40 1.083
25 C 9.34024 4.36689 -3.87077  C24 1.387, C26 1.392, H41 1.082
26 C 8.56221 3.21576 -3.95719  C25 1.392, C27 1.396, C37 1.484
27 C 9.15659 1.99720 -4.28849  C26 1.396, C28 1.392, C29 1.484
28 C 10.53060 1.93062 -4.50359  C23 1.387, C27 1.392, H42 1.082
29 C 8.33474 0.76982 -4.43183  C27 1.484, O30 1.216, C31 1.483
30 O 8.85301 -0.29288 -4.71618  C29 1.216
31 C 6.86858 0.86671 -4.22952  C29 1.483, C32 1.393, C36 1.396
32 C 6.07449 -0.26235 -4.41503  C31 1.393, C33 1.387, H43 1.082
33 C 4.70409 -0.18629 -4.21560  C32 1.387, C34 1.392, H44 1.083
34 C 4.12157 1.01470 -3.82152  C33 1.392, C35 1.386, H45 1.083
35 C 4.90645 2.14325 -3.64074  C34 1.386, C36 1.392, H46 1.082
36 C 6.28091 2.07532 -3.85309  C31 1.396, C35 1.392, C37 1.483
37 C 7.10512 3.29742 -3.68991  C26 1.484, C36 1.483, O38 1.216
38 O 6.59642 4.34828 -3.34858  C37 1.216
39 H 12.37016 3.02624 -4.58164  C23 1.083
40 H 11.30825 5.19674 -4.04155  C24 1.083
41 H 8.87990 5.31531 -3.62686  C25 1.082
42 H 10.99577 0.98471 -4.74792  C28 1.082
43 H 6.52469 -1.19855 -4.71819  C32 1.082
44 H 4.08727 -1.06400 -4.36456  C33 1.083
45 H 3.05214 1.06969 -3.65939  C34 1.083
46 H 4.44997 3.07671 -3.33861  C35 1.082
47 C -0.44219 3.27628 5.24033  C48 1.392, C52 1.387, H63 1.083
48 C -0.64689 3.88880 6.47347  C47 1.392, C49 1.387, H64 1.083
49 C -0.95570 3.12321 7.58810  C48 1.387, C50 1.392, H65 1.082
50 C -1.07261 1.74105 7.47156  C49 1.392, C51 1.396, C61 1.484
51 C -0.89027 1.12936 6.23042  C50 1.396, C52 1.392, C53 1.484
52 C -0.56392 1.90024 5.11764  C47 1.387, C51 1.392, H66 1.082
53 C -1.05841 -0.33682 6.07898  C51 1.484, O54 1.217, C55 1.483
54 O -0.89512 -0.87055 4.99763  C53 1.217
55 C -1.43742 -1.13752 7.26832  C53 1.483, C56 1.392, C60 1.396
56 C -1.65471 -2.50620 7.13270  C55 1.392, C57 1.387, H67 1.082
57 C -1.99674 -3.26679 8.24110  C56 1.387, C58 1.392, H68 1.083
58 C -2.11450 -2.66593 9.49124  C57 1.392, C59 1.387, H69 1.083
59 C -1.90431 -1.30211 9.63077  C58 1.387, C60 1.392, H70 1.082
60 C -1.57441 -0.53242 8.51855  C55 1.396, C59 1.392, C61 1.483
61 C -1.38609 0.93069 8.67411  C50 1.484, C60 1.483, O62 1.216
62 O -1.49177 1.45712 9.76476  C61 1.216
63 H -0.19264 3.87467 4.37300  C47 1.083
64 H -0.56345 4.96443 6.56493  C48 1.083
65 H -1.10937 3.60135 8.54656  C49 1.082
66 H -0.40969 1.42718 4.15654  C52 1.082
67 H -1.56086 -2.97722 6.16300  C56 1.082
68 H -2.17021 -4.33005 8.13244  C57 1.083
69 H -2.37471 -3.26223 10.35677  C58 1.083
70 H -2.00105 -0.83681 10.60286  C59 1.082
71 C -10.69322 -2.65906 -2.90565  C72 1.392, C76 1.387, H87 1.083
72 C -9.97413 -3.37001 -1.94898  C71 1.392, C73 1.387, H88 1.083
73 C -8.64930 -3.04869 -1.69369  C72 1.387, C74 1.392, H89 1.082
74 C -8.03373 -2.02129 -2.40321  C73 1.392, C75 1.396, C85 1.484
75 C -8.74795 -1.32416 -3.37882  C74 1.396, C76 1.392, C77 1.484
76 C -10.08267 -1.63899 -3.61986  C71 1.387, C75 1.392, H90 1.082
77 C -8.09334 -0.25823 -4.17783  C75 1.484, O78 1.216, C79 1.483
78 O -8.71745 0.35201 -5.02486  C77 1.216
79 C -6.66261 0.04139 -3.92826  C77 1.483, C80 1.392, C84 1.396
80 C -6.01652 0.99835 -4.70593  C79 1.392, C81 1.388, H91 1.082
81 C -4.68143 1.29525 -4.47183  C80 1.388, C82 1.392, H92 1.083
82 C -3.98837 0.64464 -3.45486  C81 1.392, C83 1.386, H93 1.083
83 C -4.62604 -0.31290 -2.68131  C82 1.386, C84 1.392, H94 1.082
84 C -5.96132 -0.62416 -2.92107  C79 1.396, C83 1.392, C85 1.483
85 C -6.62122 -1.67475 -2.10887  C74 1.484, C84 1.483, O86 1.217
86 O -6.01631 -2.24590 -1.22091  C85 1.217
87 H -11.73013 -2.90531 -3.09754  C71 1.083
88 H -10.44886 -4.17424 -1.40086  C72 1.083
89 H -8.09393 -3.59943 -0.94592  C73 1.082
90 H -10.64232 -1.09136 -4.36668  C76 1.082
91 H -6.55289 1.50833 -5.49539  C80 1.082
92 H -4.17935 2.03614 -5.08151  C81 1.083
93 H -2.94847 0.88074 -3.26850  C82 1.083
94 H -4.08181 -0.82018 -1.89609  C83 1.082

# 2
The following is a DFT calculation (ωB97M-V with the def2-TZVPD basis set) of a 9-piece molecular cluster, C64H75NO3 overall.

## Properties
E_LUMO (eV): 0.7
Highest occupied orbital energy (eV): -9.16
Kohn-Sham gap (eV): 9.858
F_max (eV Å⁻¹): 1.79
Structure (SMILES): CCCCO[C@H](OC[C@@H](CCC)OC)c1ccccn1.c1ccccc1.c1ccccc1.c1ccccc1.c1ccccc1.c1ccccc1.c1ccccc1.c1ccccc1.c1ccccc1
DFT total energy (eV): -75215.9443

Last columns: bonded neighbours and bond lengths (Å).
Element x y z (Å)
1 C 5.41789 -3.42570 0.35502  C2 1.536, H21 1.092, H22 1.090, H23 1.093
2 C 6.07463 -3.24067 -1.02108  C1 1.536, C3 1.535, H24 1.093, H25 1.088
3 C 7.36083 -2.40758 -0.92806  C2 1.535, C4 1.529, H26 1.095, H27 1.092
4 C 7.13021 -0.93586 -0.58518  C3 1.529, O5 1.423, H28 1.096, H29 1.096
5 O 6.11555 -0.31928 -1.37006  C4 1.423, C6 1.406
6 C 5.05466 0.19906 -0.60672  O5 1.406, O7 1.390, C15 1.523, H30 1.103
7 O 3.95030 0.49091 -1.39803  C6 1.390, C8 1.414
8 C 3.14252 -0.63788 -1.66871  O7 1.414, C9 1.525, H31 1.092, H32 1.092
9 C 1.87082 -0.63327 -0.82723  C8 1.525, C10 1.532, O13 1.433, H33 1.095
10 C 0.92835 0.51080 -1.21496  C9 1.532, C11 1.546, H34 1.094, H35 1.091
11 C 1.15878 1.83125 -0.44421  C10 1.546, C12 1.522, H36 1.095, H37 1.091
12 C 1.21764 1.67944 1.06923  C11 1.522, H38 1.092, H39 1.095, H40 1.090
13 O 1.23674 -1.88590 -1.11327  C9 1.433, C14 1.407
14 C 0.25675 -2.23315 -0.16553  O13 1.407, H41 1.090, H42 1.096, H43 1.099
15 C 5.44834 1.43007 0.19952  C6 1.523, C16 1.364, N20 1.322
16 C 6.51896 2.16128 -0.22471  C15 1.364, C17 1.372, H44 1.080
17 C 6.88847 3.25695 0.51436  C16 1.372, C18 1.370, H45 1.083
18 C 6.15016 3.57344 1.62398  C17 1.370, C19 1.369, H46 1.080
19 C 5.07742 2.78015 1.93120  C18 1.369, N20 1.325, H47 1.088
20 N 4.70444 1.70206 1.25794  C15 1.322, C19 1.325
21 H 6.17943 -3.40331 1.13727  C1 1.092
22 H 4.87259 -4.36758 0.40774  C1 1.090
23 H 4.69980 -2.64297 0.61244  C1 1.093
24 H 6.38898 -4.23420 -1.34932  C2 1.093
25 H 5.40775 -2.82189 -1.77246  C2 1.088
26 H 7.95418 -2.84242 -0.11732  C3 1.095
27 H 7.97357 -2.49276 -1.82797  C3 1.092
28 H 6.94397 -0.83432 0.48965  C4 1.096
29 H 8.05548 -0.37781 -0.76753  C4 1.096
30 H 4.73125 -0.56181 0.12279  C6 1.103
31 H 3.65536 -1.57830 -1.45714  C8 1.092
32 H 2.83223 -0.65912 -2.71587  C8 1.092
33 H 2.13718 -0.64774 0.23516  C9 1.095
34 H 1.08463 0.69229 -2.28219  C10 1.094
35 H -0.12588 0.25131 -1.10320  C10 1.091
36 H 0.29721 2.46837 -0.66828  C11 1.095
37 H 2.04544 2.34133 -0.82281  C11 1.091
38 H 1.33433 2.64802 1.56069  C12 1.092
39 H 0.30978 1.23259 1.48802  C12 1.095
40 H 2.05459 1.06777 1.40737  C12 1.090
41 H 0.17066 -3.31873 -0.11529  C14 1.090
42 H 0.45836 -1.82714 0.83196  C14 1.096
43 H -0.73563 -1.86251 -0.45686  C14 1.099
44 H 7.11788 1.91582 -1.08948  C16 1.080
45 H 7.74428 3.86097 0.24079  C17 1.083
46 H 6.37830 4.41699 2.25923  C18 1.080
47 H 4.47955 3.05183 2.79868  C19 1.088
48 C -5.31399 -3.01522 -0.11700  C49 1.389, C53 1.388, H54 1.083
49 C -5.69075 -3.96938 0.81972  C48 1.389, C50 1.388, H55 1.083
50 C -5.03959 -4.03603 2.04410  C49 1.388, C51 1.389, H56 1.083
51 C -4.00907 -3.15032 2.33059  C50 1.389, C52 1.388, H57 1.083
52 C -3.62781 -2.20226 1.39106  C51 1.388, C53 1.389, H58 1.083
53 C -4.28084 -2.13340 0.16757  C48 1.388, C52 1.389, H59 1.083
54 H -5.82613 -2.95946 -1.06970  C48 1.083
55 H -6.49393 -4.66059 0.59519  C49 1.083
56 H -5.33492 -4.77755 2.77628  C50 1.083
57 H -3.50286 -3.20013 3.28632  C51 1.083
58 H -2.82066 -1.51480 1.61243  C52 1.083
59 H -3.98462 -1.39200 -0.56400  C53 1.083
60 C -8.51650 -1.90791 2.04190  C61 1.387, C65 1.387, H66 1.084
61 C -9.69052 -1.72535 2.75831  C60 1.387, C62 1.388, H67 1.083
62 C -10.84730 -1.31956 2.10731  C61 1.388, C63 1.389, H68 1.083
63 C -10.82817 -1.09123 0.73732  C62 1.389, C64 1.389, H69 1.083
64 C -9.65062 -1.26729 0.02126  C63 1.389, C65 1.389, H70 1.083
65 C -8.49551 -1.67793 0.67464  C60 1.387, C64 1.389, H71 1.080
66 H -7.61420 -2.23085 2.54843  C60 1.084
67 H -9.70326 -1.90085 3.82695  C61 1.083
68 H -11.76431 -1.18219 2.66668  C62 1.083
69 H -11.73082 -0.77623 0.22871  C63 1.083
70 H -9.63366 -1.08572 -1.04627  C64 1.083
71 H -7.57803 -1.81712 0.12189  C65 1.080
72 C -7.48942 -5.71000 4.73152  C73 1.388, C77 1.388, H78 1.083
73 C -6.95708 -6.92706 5.13283  C72 1.388, C74 1.388, H79 1.083
74 C -6.68622 -7.15783 6.47493  C73 1.388, C75 1.388, H80 1.083
75 C -6.94375 -6.16955 7.41498  C74 1.388, C76 1.388, H81 1.083
76 C -7.46800 -4.94856 7.01235  C75 1.388, C77 1.388, H82 1.083
77 C -7.74199 -4.71951 5.67123  C72 1.388, C76 1.388, H83 1.084
78 H -7.70758 -5.53267 3.68560  C72 1.083
79 H -6.75415 -7.69710 4.39922  C73 1.083
80 H -6.27418 -8.10864 6.78837  C74 1.083
81 H -6.73480 -6.35031 8.46170  C75 1.083
82 H -7.66382 -4.17538 7.74460  C76 1.083
83 H -8.15327 -3.76725 5.35779  C77 1.084
84 C -12.36345 -5.73660 1.99307  C85 1.388, C89 1.389, H90 1.083
85 C -12.71865 -6.70469 2.92239  C84 1.388, C86 1.388, H91 1.083
86 C -12.05069 -6.77941 4.13714  C85 1.388, C87 1.388, H92 1.083
87 C -11.02496 -5.88817 4.42109  C86 1.388, C88 1.389, H93 1.083
88 C -10.66483 -4.92451 3.48828  C87 1.389, C89 1.388, H94 1.081
89 C -11.33461 -4.84763 2.27490  C84 1.389, C88 1.388, H95 1.083
90 H -12.88829 -5.67461 1.04800  C84 1.083
91 H -13.51697 -7.40166 2.69991  C85 1.083
92 H -12.32917 -7.53302 4.86302  C86 1.083
93 H -10.50423 -5.94531 5.36904  C87 1.083
94 H -9.86290 -4.23385 3.70645  C88 1.081
95 H -11.05412 -4.09418 1.54913  C89 1.083
96 C 9.56431 1.84579 -5.80520  C97 1.388, C101 1.388, H102 1.083
97 C 8.35013 1.29868 -6.19804  C96 1.388, C98 1.389, H103 1.083
98 C 7.48344 0.77429 -5.24816  C97 1.389, C99 1.389, H104 1.083
99 C 7.83076 0.79128 -3.90353  C98 1.389, C100 1.390, H105 1.084
100 C 9.05025 1.33160 -3.51293  C99 1.390, C101 1.389, H106 1.084
101 C 9.91513 1.85996 -4.46272  C96 1.388, C100 1.389, H107 1.083
102 H 10.23781 2.26140 -6.54456  C96 1.083
103 H 8.07849 1.28234 -7.24618  C97 1.083
104 H 6.53493 0.35174 -5.55502  C98 1.083
105 H 7.15210 0.38691 -3.16106  C99 1.084
106 H 9.32708 1.34290 -2.46453  C100 1.084
107 H 10.86423 2.28383 -4.15702  C101 1.083
108 C -12.38370 2.76221 3.22041  C109 1.388, C113 1.388, H114 1.083
109 C -11.52858 2.10381 2.34704  C108 1.388, C110 1.388, H115 1.081
110 C -11.28025 2.63220 1.08806  C109 1.388, C111 1.388, H116 1.083
111 C -11.89039 3.81734 0.70006  C110 1.388, C112 1.388, H117 1.083
112 C -12.75211 4.47145 1.57019  C111 1.388, C113 1.388, H118 1.083
113 C -12.99786 3.94495 2.83083  C108 1.388, C112 1.388, H119 1.083
114 H -12.57247 2.35296 4.20505  C108 1.083
115 H -11.05404 1.18047 2.64680  C109 1.081
116 H -10.61018 2.11879 0.40932  C110 1.083
117 H -11.69489 4.23109 -0.28124  C111 1.083
118 H -13.23216 5.39298 1.26575  C112 1.083
119 H -13.66830 4.45627 3.51009  C113 1.083
120 C 13.91644 5.01393 -5.55449  C121 1.388, C125 1.388, H126 1.083
121 C 12.74875 5.14412 -4.81495  C120 1.388, C122 1.388, H127 1.083
122 C 11.55539 5.45888 -5.45038  C121 1.388, C123 1.388, H128 1.083
123 C 11.52960 5.64700 -6.82540  C122 1.388, C124 1.388, H129 1.083
124 C 12.69870 5.52497 -7.56379  C123 1.388, C125 1.388, H130 1.083
125 C 13.89175 5.20712 -6.92882  C120 1.388, C124 1.388, H131 1.083
126 H 14.84602 4.76252 -5.05967  C120 1.083
127 H 12.76898 4.99933 -3.74152  C121 1.083
128 H 10.64400 5.55728 -4.87441  C122 1.083
129 H 10.59809 5.88957 -7.32092  C123 1.083
130 H 12.68017 5.67699 -8.63559  C124 1.083
131 H 14.80297 5.10994 -7.50526  C125 1.083
132 C 9.46738 7.23958 -2.07498  C133 1.388, C137 1.388, H138 1.083
133 C 8.55553 8.20229 -1.66430  C132 1.388, C134 1.389, H139 1.083
134 C 7.19817 7.91031 -1.64461  C133 1.389, C135 1.388, H140 1.083
135 C 6.75163 6.65648 -2.03963  C134 1.388, C136 1.388, H141 1.083
136 C 7.66281 5.69698 -2.45887  C135 1.388, C137 1.388, H142 1.084
137 C 9.02011 5.98741 -2.47467  C132 1.388, C136 1.388, H143 1.083
138 H 10.52646 7.46512 -2.08458  C132 1.083
139 H 8.90299 9.18103 -1.35856  C133 1.083
140 H 6.48775 8.66053 -1.32114  C134 1.083
141 H 5.69368 6.42717 -2.02185  C135 1.083
142 H 7.31531 4.71989 -2.77275  C136 1.084
143 H 9.73002 5.23634 -2.79911  C137 1.083

> Which of these has the highest DFT total energy?

C64H75NO3

> Among the records above, which one has the lowest Kohn-Sham gap?

C45H35FO9S2Si2

> Among the records above, which one has the lowest E_LUMO?

C45H35FO9S2Si2